No. 1
Density functional theory data (ωB97M-V/def2-TZVPD) for a molecular structure, C2H4NO2S.

Properties
- E_LUMO (spin up / spin down) (eV) = 3.93 / 3.93
- largest force on an atom (eV Å⁻¹) = 3.59
- spin multiplicity = 1
- energy above the lowest of the compared OMol25 structures with the same formula, charge and spin (kcal per mole) = 96.5
- total charge = -1
- frontier orbital gap (spin up / spin down) (eV) = 6.95 / 6.96

Each line ends with the natural charge from an NBO analysis.
CARTESIAN COORDINATES (ANGSTROEM)
C 0.165 -1.557 -0.627  -0.334
C 0.744 -0.463 0.074  -0.096
N 0.748 -1.562 0.705  -0.540
O -0.641 2.706 1.550  -0.994
O -1.275 2.077 -0.688  -0.983
S -1.203 1.651 0.662  1.501
H -0.947 -1.483 -0.580  0.158
H 0.724 -2.048 -1.471  0.151
H 1.565 0.088 -0.267  0.159
H 0.121 0.591 0.641  -0.022


No. 2
Density functional theory data (ωB97M-V/def2-TZVPD) for a single C2H7N3OS molecule.

Properties
- E_LUMO (eV) = 0.65
- largest force on an atom (eV Å⁻¹) = 1.83
- spin multiplicity = 1
- energy above the lowest of the compared OMol25 structures with the same formula, charge and spin (kcal per mole) = 44.7
- frontier orbital gap (eV) = 8.90

Each line ends with the natural charge from an NBO analysis.
CARTESIAN COORDINATES (ANGSTROEM)
C -2.538 -0.699 0.434  -0.265
O -1.552 -0.808 -0.614  -0.369
N -0.258 -0.885 -0.101  -0.345
C 0.453 0.268 0.031  0.256
S -0.116 1.834 -0.048  -0.260
N 1.792 0.035 0.182  -0.462
N 2.306 -1.233 0.037  -0.663
H -3.471 -0.818 -0.114  0.198
H -2.494 0.301 0.992  0.204
H -2.438 -1.567 1.179  0.173
H 0.195 -1.761 -0.385  0.411
H 2.388 0.883 0.167  0.398
H 3.006 -1.243 -0.701  0.362
H 2.710 -1.508 0.921  0.361


No. 3
Density functional theory data (ωB97M-V/def2-TZVPD) for a gas-phase ion, C4H7N2 (charge +1).

Properties
- E_LUMO (eV) = -4.60
- largest force on an atom (eV Å⁻¹) = 4.75
- spin multiplicity = 1
- energy above the lowest of the compared OMol25 structures with the same formula, charge and spin (kcal per mole) = 95.9
- total charge = +1
- frontier orbital gap (eV) = 10.22

Each line ends with the natural charge from an NBO analysis.
CARTESIAN COORDINATES (ANGSTROEM)
C 0.011 -0.407 2.563  0.122
N -0.277 -0.599 1.357  -0.341
C -0.940 -0.451 0.291  0.384
N -0.460 0.278 -0.697  -0.339
C -0.074 0.096 -2.084  -0.192
C 0.867 0.700 -1.044  -0.225
H 0.667 -0.979 3.219  0.219
H -0.175 0.386 3.210  0.208
H -1.837 -0.862 0.078  0.234
H -0.616 0.853 -2.688  0.234
H 0.043 -0.785 -2.580  0.234
H 1.661 0.046 -0.617  0.220
H 1.131 1.723 -1.008  0.242


No. 4
Density functional theory data (ωB97M-V/def2-TZVPD) for a single CClF3 molecule.

Properties
- E_LUMO (eV) = 0.76
- largest force on an atom (eV Å⁻¹) = 2.77
- spin multiplicity = 1
- energy above the lowest of the compared OMol25 structures with the same formula, charge and spin (kcal per mole) = 11.3
- frontier orbital gap (eV) = 13.15

Each line ends with the natural charge from an NBO analysis.
CARTESIAN COORDINATES (ANGSTROEM)
F -0.631 1.264 -0.576  -0.302
C -0.366 0.010 -0.064  0.932
F -1.093 -0.102 1.120  -0.316
F -0.661 -1.128 -0.751  -0.298
Cl 1.392 -0.021 0.132  -0.016


No. 5
Density functional theory data (ωB97M-V/def2-TZVPD) for a molecular structure, C33H24MoN12O.

Properties
- E_LUMO (spin up / spin down) (eV) = -6.55 / -6.56
- largest force on an atom (eV Å⁻¹) = 1.18
- spin multiplicity = 1
- energy above the lowest of the compared OMol25 structures with the same formula, charge and spin (kcal per mole) = 0.0
- total charge = +2
- frontier orbital gap (spin up / spin down) (eV) = 6.95 / 6.95

Each line ends with the Mulliken charge.
CARTESIAN COORDINATES (ANGSTROEM)
Mo -0.181 0.315 -0.509  -0.605
C -4.333 0.064 -2.072  -0.928
C -5.080 -0.569 -1.075  -0.679
C -4.462 -0.878 0.106  -0.720
C -3.104 -0.571 0.312  0.270
N -2.381 0.014 -0.663  0.963
C -3.014 0.329 -1.821  -0.385
N -2.638 -0.931 1.555  -0.422
C -1.531 -0.551 2.070  0.162
N -0.507 0.205 1.490  0.615
C 0.414 0.539 2.521  -0.110
N 1.464 1.248 2.496  -0.524
C 1.955 1.944 1.401  0.132
C 3.151 2.630 1.637  -0.537
C 3.739 3.357 0.630  -0.705
C 3.116 3.393 -0.614  -1.120
C 1.941 2.695 -0.768  -0.238
N 1.348 1.982 0.207  1.003
C -0.029 -0.143 3.751  0.181
C 0.548 -0.161 5.009  -0.280
C -0.112 -0.891 5.987  -0.689
C -1.306 -1.566 5.710  -0.693
C -1.878 -1.532 4.446  -0.207
C -1.202 -0.810 3.476  -0.199
H -4.762 0.337 -3.025  0.522
H -6.123 -0.812 -1.229  0.454
H -4.978 -1.361 0.922  0.609
H -2.416 0.802 -2.580  0.352
H 3.578 2.566 2.626  0.597
H 4.665 3.890 0.804  0.446
H 3.528 3.945 -1.446  0.521
H 1.456 2.696 -1.731  0.576
H 1.466 0.372 5.213  0.568
H 0.299 -0.938 6.986  0.447
H -1.792 -2.119 6.502  0.447
H -2.805 -2.042 4.224  0.566
O 1.544 -0.350 -0.654  0.646
C 2.408 -1.361 -0.404  0.434
C 3.751 -1.060 -0.219  -0.964
C 4.613 -2.104 0.063  -0.679
C 4.140 -3.414 0.155  -0.975
C 2.802 -3.690 -0.045  -1.113
C 1.911 -2.651 -0.332  0.937
C 0.502 -2.851 -0.629  0.150
N -0.439 -1.914 -0.814  1.109
C -1.596 -2.612 -1.160  -0.440
C -1.347 -3.939 -1.167  -1.103
N -0.027 -4.071 -0.823  -0.033
H 4.088 -0.036 -0.292  0.478
H 5.665 -1.902 0.218  0.468
H 4.824 -4.218 0.384  0.430
H 2.466 -4.716 0.038  0.443
H -2.518 -2.130 -1.417  0.397
H -1.976 -4.783 -1.383  0.456
H 0.481 -4.938 -0.758  0.177
N -1.639 4.406 -0.782  0.069
C -1.495 3.319 -0.031  -0.488
N -1.045 2.344 -0.807  0.439
C -0.928 2.923 -2.034  0.371
N -1.285 4.179 -2.064  -0.770
C -0.412 2.096 -3.126  0.018
C -0.314 2.472 -4.453  -0.698
N 0.104 1.609 -5.377  -0.501
C 0.412 0.385 -4.978  -0.575
C 0.315 -0.014 -3.644  -0.620
N -0.087 0.856 -2.720  1.422
H -1.970 5.319 -0.502  0.207
H -1.711 3.260 1.023  0.613
H -0.577 3.474 -4.769  0.502
H 0.740 -0.323 -5.729  0.437
H 0.566 -1.013 -3.319  0.362


No. 6
Density functional theory data (ωB97M-V/def2-TZVPD) for 5 unconnected molecules or ions with the total composition C53H98FIN3O3PS2.

Properties
- E_LUMO (eV) = 0.19
- largest force on an atom (eV Å⁻¹) = 3.90
- spin multiplicity = 1
- frontier orbital gap (eV) = 8.08

Each line ends with the Mulliken charge.
CARTESIAN COORDINATES (ANGSTROEM)
C 5.935 -2.434 0.573  -1.164
C 4.880 -2.477 1.776  -0.005
P 3.143 -2.904 1.195  -0.203
C 2.323 -3.643 2.743  -0.723
C 2.194 -1.395 0.662  0.295
C 2.572 -0.007 0.846  0.716
F 3.790 0.284 1.451  -0.430
C 1.757 1.150 0.427  -0.168
C 2.354 2.563 0.703  -1.758
C 1.599 3.409 1.798  1.028
C 2.647 4.374 2.521  -1.163
O 0.948 2.536 2.717  -0.488
C 0.460 0.925 -0.256  -1.184
C 0.103 -0.493 -0.469  1.143
C 0.902 -1.630 -0.036  0.027
S 0.338 -3.316 -0.380  -0.251
S -1.436 -0.855 -1.362  -0.752
C -2.465 0.590 -0.950  1.069
C -3.927 0.410 -0.940  0.288
C -4.591 -0.983 -1.286  -1.224
C -5.722 -1.430 -0.271  -0.315
N -7.030 -1.323 -1.011  -0.560
C -4.779 1.553 -0.616  0.039
N -6.226 1.557 -0.604  -0.332
C -4.099 2.815 -0.272  -1.070
C -2.636 2.986 -0.279  -0.031
C -2.109 4.394 0.115  -1.243
C -1.600 4.260 1.619  0.729
C -2.794 3.841 2.598  -1.132
C -2.487 2.382 3.129  0.937
O -3.505 1.884 4.019  -0.382
C -3.981 0.633 3.654  0.753
C -3.097 -0.570 3.205  -0.431
O -5.175 0.449 3.729  -0.582
C -1.767 1.842 -0.654  -0.839
N -0.325 2.067 -0.696  1.825
C 0.176 2.408 -2.069  -0.788
C -0.910 2.975 -3.058  0.278
C -0.095 3.726 -4.225  -1.232
I -0.421 5.880 -3.964  -0.032
H 6.754 -1.693 0.751  0.305
H 6.442 -3.442 0.529  0.346
H 5.408 -2.314 -0.406  0.303
H 4.944 -1.585 2.446  0.438
H 5.208 -3.357 2.406  -0.063
H 2.205 -2.865 3.538  0.374
H 3.092 -4.377 3.129  0.076
H 1.398 -4.218 2.506  0.345
H 3.446 2.525 0.977  0.438
H 2.329 3.113 -0.284  0.101
H 0.904 4.103 1.249  -0.417
H 2.305 4.668 3.552  0.351
H 2.664 5.340 1.932  0.343
H 3.690 3.975 2.488  0.313
H 0.946 2.950 3.596  0.395
H 1.444 -3.970 -0.863  0.227
H -3.838 -1.811 -1.333  0.469
H -4.992 -0.866 -2.335  0.362
H -5.649 -2.498 0.057  0.325
H -5.751 -0.689 0.567  0.058
H -7.729 -1.930 -0.571  0.253
H -6.925 -1.677 -1.964  0.200
H -6.603 1.866 0.296  0.297
H -6.514 2.278 -1.277  0.411
H -4.742 3.695 -0.011  0.251
H -1.302 4.746 -0.586  0.204
H -2.922 5.174 0.047  0.501
H -0.914 3.367 1.606  -0.812
H -1.082 5.196 1.947  0.582
H -2.778 4.577 3.442  0.302
H -3.794 3.906 2.099  0.221
H -2.316 1.759 2.214  -0.463
H -1.504 2.425 3.682  0.027
H -2.320 -0.874 3.960  0.327
H -2.512 -0.287 2.278  -0.143
H -3.711 -1.459 2.903  0.289
H 0.958 3.208 -1.946  0.408
H 0.683 1.531 -2.557  0.309
H -1.429 2.123 -3.562  -0.012
H -1.587 3.744 -2.623  0.165
H -0.390 3.390 -5.245  0.534
H 1.015 3.580 -4.095  0.405
C -0.295 -7.541 7.923  -1.286
C 0.917 -6.767 7.421  -0.439
C 0.694 -6.120 6.053  -0.170
C 0.427 -7.099 4.907  -0.679
C 1.516 -8.148 4.682  -0.504
C 2.860 -7.542 4.296  -0.719
H -0.547 -8.374 7.264  0.294
H -0.095 -7.955 8.914  0.386
H -1.169 -6.888 8.002  0.301
H 1.790 -7.426 7.395  0.236
H 1.150 -5.977 8.142  0.394
H 1.565 -5.503 5.810  -0.031
H -0.152 -5.428 6.121  0.388
H 0.292 -6.523 3.984  0.306
H -0.524 -7.612 5.080  0.318
H 1.192 -8.818 3.879  0.364
H 1.637 -8.773 5.571  0.263
H 2.771 -6.950 3.381  0.187
H 3.592 -8.332 4.118  0.423
H 3.255 -6.898 5.085  -0.011
C 4.516 4.077 -8.939  -1.170
C 3.699 5.310 -9.308  -0.429
C 2.904 5.879 -8.133  -0.802
C 1.845 4.941 -7.548  -0.106
C 0.793 4.448 -8.542  -0.431
C -0.051 5.573 -9.130  -1.188
H 3.881 3.252 -8.612  0.274
H 5.088 3.731 -9.803  0.378
H 5.224 4.307 -8.139  0.291
H 3.032 5.072 -10.142  0.247
H 4.380 6.085 -9.672  0.368
H 2.428 6.812 -8.450  0.351
H 3.600 6.156 -7.333  0.376
H 1.341 5.458 -6.725  -0.010
H 2.337 4.071 -7.099  0.312
H 0.128 3.748 -8.025  0.312
H 1.264 3.882 -9.351  0.277
H -0.570 6.122 -8.340  0.271
H -0.805 5.166 -9.807  0.385
H 0.555 6.279 -9.699  0.283
C -9.481 0.729 -6.881  -1.267
C -8.931 0.519 -5.476  -0.374
C -8.624 1.827 -4.747  -0.552
C -7.546 2.697 -5.399  -0.783
C -6.191 2.016 -5.589  -0.649
C -5.539 1.605 -4.275  -0.604
H -8.763 1.240 -7.525  0.293
H -9.712 -0.233 -7.344  0.386
H -10.401 1.318 -6.855  0.297
H -8.039 -0.113 -5.520  0.232
H -9.670 -0.037 -4.891  0.406
H -8.333 1.596 -3.717  0.166
H -9.545 2.416 -4.671  0.432
H -7.410 3.596 -4.787  0.364
H -7.901 3.050 -6.372  0.350
H -5.523 2.710 -6.108  0.373
H -6.289 1.142 -6.240  0.332
H -5.388 2.473 -3.627  0.216
H -4.562 1.152 -4.462  0.342
H -6.143 0.873 -3.734  0.035
C 5.434 -4.844 6.178  -1.033
C 6.294 -3.995 7.104  -0.578
C 6.619 -2.621 6.521  -0.833
C 7.433 -2.639 5.227  0.009
C 8.778 -3.362 5.311  -0.481
C 9.745 -2.719 6.299  -1.227
H 5.941 -5.057 5.235  0.258
H 5.200 -5.802 6.650  0.431
H 4.489 -4.341 5.955  0.268
H 7.212 -4.536 7.352  0.295
H 5.759 -3.853 8.048  0.374
H 7.150 -2.035 7.278  0.346
H 5.683 -2.085 6.332  0.373
H 7.606 -1.603 4.913  0.438
H 6.838 -3.097 4.430  -0.232
H 9.238 -3.355 4.318  0.383
H 8.631 -4.414 5.573  0.258
H 9.943 -1.679 6.027  0.296
H 10.697 -3.254 6.298  0.380
H 9.357 -2.741 7.318  0.282


What is the largest force on an atom in the first record?
3.59 eV Å⁻¹